{
  "formula": "C6H7OPS",
  "method": "ωB97M-V with the def2-TZVPD basis set",
  "elements": ["S", "P", "O", "C", "C", "C", "C", "C", "C", "H", "H", "H", "H", "H", "H", "H"],
  "xyz": [[0.52, -1.60, -2.19], [0.91, 0.41, -1.57], [1.52, 1.23, -2.60], [-2.16, -0.78, 0.69], [-2.64, -0.92, 1.80], [-0.55, -1.83, -0.80], [1.82, 0.35, 0.08], [-0.76, 0.88, -1.17], [-1.26, -0.87, -0.34], [-0.90, 1.59, -0.44], [2.92, 0.50, 0.01], [-0.83, -2.82, -0.54], [1.74, -0.46, 0.71], [-1.41, 1.00, -2.02], [1.45, 1.17, 0.71], [-3.17, -0.90, 2.74]],
  "nbo_charge": [-0.026, 1.786, -1.069, -0.094, -0.158, -0.355, -0.994, -0.760, -0.034, 0.228, 0.259, 0.237, 0.245, 0.251, 0.241, 0.244],
  "relative_energy_ev": 0.588,
  "gap_ev": 9.265,
  "e_tot_ha": -1047.50280
}

=====

{
  "formula": "C58H50CdN3OP4STe",
  "method": "ωB97M-V with the def2-TZVPD basis set",
  "elements": ["Te", "Cd", "S", "P", "P", "P", "P", "O", "N", "N", "N", "C", "C", "C", "C", "C", "C", "C", "C", "C", "C", "C", "C", "C", "C", "C", "C", "C", "C", "C", "C", "C", "C", "C", "C", "C", "C", "C", "C", "C", "C", "C", "C", "C", "C", "C", "C", "C", "C", "C", "C", "C", "C", "C", "C", "C", "C", "C", "C", "C", "C", "C", "C", "C", "C", "C", "C", "C", "C", "H", "H", "H", "H", "H", "H", "H", "H", "H", "H", "H", "H", "H", "H", "H", "H", "H", "H", "H", "H", "H", "H", "H", "H", "H", "H", "H", "H", "H", "H", "H", "H", "H", "H", "H", "H", "H", "H", "H", "H", "H", "H", "H", "H", "H", "H", "H", "H", "H", "H"],
  "xyz": [[-3.55, 0.44, 2.91], [0.51, 0.60, -0.49], [-1.03, 2.60, -2.84], [2.57, 0.48, -2.97], [-1.00, 1.98, 1.42], [-0.54, -1.19, -2.92], [-0.90, -0.85, 1.41], [-1.31, 2.83, -4.26], [-2.25, -0.34, 7.60], [3.61, 0.49, 0.82], [-0.15, 1.48, -2.48], [-2.75, 5.33, 3.07], [2.38, 3.23, -3.58], [-2.76, -1.31, 6.85], [2.56, 3.79, 2.30], [-5.05, -0.07, -2.98], [3.04, 2.24, -2.86], [-3.20, -1.13, 5.55], [2.54, -2.49, 4.04], [-1.11, -3.92, -3.79], [0.51, 2.51, 2.32], [-3.84, 5.52, 2.23], [-3.90, -3.50, 0.50], [3.99, 2.63, -1.90], [-2.19, 0.87, 7.04], [1.96, 2.51, 4.25], [-1.28, -5.27, -3.52], [0.80, 2.09, 3.61], [3.63, 4.95, -2.45], [-0.72, -4.89, -1.21], [-4.05, 4.67, 1.16], [-0.55, -3.54, -1.50], [5.51, -2.23, -2.11], [-2.90, -0.11, -1.90], [-0.08, -0.98, -4.70], [-1.61, 0.52, 2.27], [-2.33, -0.76, -2.99], [-1.87, 4.28, 2.84], [4.31, -1.53, -2.18], [2.84, 3.35, 3.59], [-3.05, -2.41, 0.52], [0.47, -1.49, 2.45], [-3.75, -4.51, 1.43], [2.57, -2.66, 2.66], [-3.15, -1.06, -4.08], [-1.88, -3.34, 2.39], [1.47, -1.84, 4.63], [0.44, -1.34, 3.84], [-2.74, -4.43, 2.37], [-1.09, -5.76, -2.23], [5.37, 0.16, -3.52], [1.41, -1.03, -5.06], [2.54, 0.55, 0.37], [2.68, 4.57, -3.38], [-0.75, -3.03, -2.78], [1.41, 3.36, 1.67], [4.28, 3.98, -1.70], [-3.13, 0.13, 4.97], [-4.25, 0.23, -1.89], [-2.08, 3.41, 1.78], [2.19, 0.25, -4.77], [6.56, -0.54, -3.45], [-3.17, 3.62, 0.94], [-4.50, -0.72, -4.07], [6.63, -1.73, -2.74], [-2.03, -2.31, 1.46], [1.54, -2.16, 1.88], [-2.61, 1.16, 5.75], [4.22, -0.33, -2.88], [3.42, -3.15, 2.19], [-2.58, 6.00, 3.90], [-2.61, -5.22, 3.11], [-1.02, 4.15, 3.50], [3.35, -2.86, 4.65], [2.15, 5.33, -3.96], [3.14, 0.25, -5.31], [-0.59, -1.75, -5.28], [7.44, -0.14, -3.94], [-0.50, -0.01, -5.00], [1.21, 3.68, 0.65], [5.01, 4.25, -0.95], [3.43, -1.90, -1.67], [1.89, -1.88, -4.57], [-2.75, -1.56, -4.95], [-1.56, -5.95, -4.31], [7.57, -2.27, -2.68], [-1.77, 1.66, 7.67], [1.59, -2.28, 0.80], [-6.10, 0.20, -2.98], [-2.29, 0.15, -1.05], [5.56, -3.15, -1.55], [4.48, 1.89, -1.29], [2.18, 2.16, 5.25], [-1.28, -3.57, -4.80], [1.43, -1.71, 5.70], [-4.52, 6.35, 2.41], [-2.80, -2.29, 7.30], [3.25, 4.43, 1.78], [-1.09, -3.30, 3.13], [-2.51, 2.16, 5.36], [-3.32, 2.95, 0.09], [-0.58, -5.24, -0.20], [-3.58, -1.97, 4.98], [-4.66, 0.74, -1.02], [5.32, 1.09, -4.06], [-4.68, -3.55, -0.25], [-4.41, -5.37, 1.42], [3.76, 3.66, 4.08], [1.60, 1.11, -5.11], [-1.22, -6.81, -2.02], [-0.40, -0.82, 4.29], [0.10, 1.43, 4.11], [-3.18, -1.63, -0.22], [1.47, -1.22, -6.13], [3.86, 6.00, -2.29], [-4.89, 4.81, 0.49], [-0.25, -2.86, -0.70], [1.62, 2.97, -4.30], [-5.11, -0.96, -4.93]],
  "mulliken_charge": [0.175, 4.672, 0.222, 1.256, -0.181, 1.494, -0.957, -0.626, -0.686, -1.007, -1.039, -0.801, -0.788, -0.365, -0.589, -0.957, 0.626, -0.188, -0.839, -0.414, 0.636, -0.535, -0.489, -0.650, -0.384, -0.830, -0.646, 0.104, -0.578, -0.412, -0.712, 0.191, -0.566, -0.637, -1.083, 0.372, 0.274, -0.434, -0.252, -0.613, -0.082, 0.635, -0.726, -0.541, -0.097, -0.673, -0.715, 0.120, -0.944, -0.777, -0.367, -1.228, 0.182, -0.793, -0.237, -0.548, -0.601, 0.068, 0.153, 0.071, -1.010, -0.700, -0.295, -0.660, -0.507, 0.402, -0.349, -0.196, 0.056, 0.425, 0.416, 0.478, 0.459, 0.350, 0.430, 0.686, 0.547, 0.406, 0.496, 0.371, 0.429, 0.259, 0.175, 0.185, 0.410, 0.358, 0.384, 0.173, 0.389, -0.362, 0.426, 0.287, 0.414, 0.232, 0.507, 0.370, 0.373, 0.387, 0.451, 0.395, 0.280, 0.465, 0.379, 0.525, 0.407, 0.493, 0.373, 0.352, 0.435, 0.377, 0.040, 0.276, -0.147, 0.537, 0.367, 0.424, 0.003, 0.264, 0.436],
  "relative_energy_ev": 0.000,
  "gap_ev": 6.931,
  "e_tot_ha": -4679.09758,
  "total_charge": -1
}

=====

{
  "formula": "C3H10O3",
  "method": "ωB97M-V with the def2-TZVPD basis set",
  "elements": ["O", "O", "O", "C", "C", "C", "H", "H", "H", "H", "H", "H", "H", "H", "H", "H"],
  "xyz": [[0.93, 0.18, -0.69], [-2.78, -0.57, 1.11], [5.21, -0.28, 0.60], [-1.51, 0.06, -0.84], [-0.19, -0.67, -0.63], [-2.17, 0.52, 0.46], [-0.26, -1.20, 0.32], [-3.23, -0.24, 1.89], [1.06, 0.63, 0.16], [-1.36, 0.95, -1.44], [-2.20, -0.56, -1.42], [-0.01, -1.42, -1.41], [-2.91, 1.31, 0.25], [-1.39, 0.97, 1.09], [5.84, 0.41, 0.85], [4.98, -0.11, -0.32]],
  "nbo_charge": [-0.725, -0.723, -0.941, -0.452, -0.066, -0.056, 0.170, 0.469, 0.466, 0.217, 0.215, 0.180, 0.161, 0.144, 0.468, 0.473],
  "relative_energy_ev": 0.558,
  "gap_ev": 10.923,
  "e_tot_ha": -345.99395,
  "smiles": "OCCCO.O"
}

=====

{
  "formula": "C32H61BCl20F8NO4P",
  "method": "ωB97M-V with the def2-TZVPD basis set",
  "elements": ["Cl", "Cl", "Cl", "Cl", "Cl", "Cl", "Cl", "Cl", "Cl", "Cl", "Cl", "Cl", "Cl", "Cl", "Cl", "Cl", "Cl", "Cl", "Cl", "Cl", "P", "F", "F", "F", "F", "F", "F", "F", "F", "O", "O", "O", "O", "N", "C", "C", "C", "C", "C", "C", "C", "C", "C", "C", "C", "C", "C", "C", "C", "C", "C", "C", "C", "C", "C", "C", "C", "C", "C", "C", "C", "C", "C", "C", "C", "C", "B", "H", "H", "H", "H", "H", "H", "H", "H", "H", "H", "H", "H", "H", "H", "H", "H", "H", "H", "H", "H", "H", "H", "H", "H", "H", "H", "H", "H", "H", "H", "H", "H", "H", "H", "H", "H", "H", "H", "H", "H", "H", "H", "H", "H", "H", "H", "H", "H", "H", "H", "H", "H", "H", "H", "H", "H", "H", "H", "H", "H", "H"],
  "xyz": [[-6.97, -5.28, 0.64], [2.93, 2.20, 5.58], [0.29, 1.02, -7.15], [0.79, -2.30, -6.52], [-4.18, -4.51, 2.52], [4.82, 2.68, -0.01], [6.25, 2.66, 4.83], [-1.02, -8.37, -4.19], [4.82, 1.13, -6.22], [-7.24, 1.89, 4.61], [-6.72, -1.90, 0.23], [-1.18, -1.39, 5.65], [4.07, 4.42, -6.70], [-5.41, 0.51, -1.84], [4.31, 8.05, -3.20], [-1.35, -3.61, 8.24], [4.61, 0.42, 2.54], [2.31, -8.03, -4.84], [4.11, 5.80, -0.64], [-8.36, 0.93, 7.69], [-1.17, 1.72, 0.47], [1.85, -1.21, -2.91], [-0.48, -2.80, -3.41], [0.11, -2.27, 0.98], [2.40, -1.75, 1.13], [2.95, -2.76, -1.27], [0.99, -0.38, -0.95], [-1.39, -2.05, -1.47], [1.03, -3.97, -1.37], [1.69, 2.05, 1.01], [-0.50, 0.79, -3.13], [0.18, 3.33, 2.53], [-5.05, -0.90, 3.10], [-2.89, -1.76, 3.15], [-7.59, -0.56, -0.56], [-7.03, -0.22, -1.93], [2.36, 4.68, 2.71], [5.38, 3.50, -7.48], [1.55, -2.71, -1.04], [-1.83, 0.86, 2.08], [1.41, -2.58, 0.57], [0.13, -7.30, -3.36], [4.99, 2.06, -7.73], [2.04, -1.08, -6.91], [1.19, -6.76, -4.30], [-1.33, 1.72, -2.40], [6.01, 1.41, 0.40], [-0.48, -1.70, -2.50], [-8.67, 0.12, 6.13], [4.07, 3.34, 6.35], [5.09, 3.90, 5.37], [-0.67, -3.90, 6.62], [-0.54, 2.48, -1.20], [-4.33, -5.72, 1.21], [4.84, 5.54, -2.24], [-0.01, -2.67, 6.05], [1.70, 0.28, -6.34], [-3.38, 0.52, 1.88], [-7.50, 0.22, 5.18], [-5.27, -5.31, 0.09], [-1.11, -0.49, -3.31], [5.34, 0.16, 0.93], [5.50, 6.79, -2.79], [0.94, -1.48, -1.85], [-3.86, -0.73, 2.74], [1.39, 3.54, 3.30], [0.35, 2.43, 1.44], [1.87, 5.32, 1.92], [-7.68, -0.39, 4.30], [0.58, 2.41, -1.31], [-7.56, 0.30, 0.11], [3.46, 4.16, 6.75], [0.73, -2.25, 6.74], [2.69, 5.32, 3.60], [-5.21, -6.04, -0.72], [-2.40, 2.49, 0.41], [4.05, 1.99, -8.28], [-1.47, -4.26, 5.97], [1.63, -3.63, 0.96], [-1.00, -0.74, -4.43], [-6.97, -1.10, -2.57], [-3.54, 0.23, 0.78], [0.75, -6.30, -5.18], [6.20, 7.21, -2.07], [-0.45, -6.47, -2.95], [-2.23, -0.51, -3.11], [2.15, -1.05, -7.99], [1.98, 2.58, 3.52], [-7.67, 0.51, -2.42], [-4.65, -6.66, 1.67], [5.60, 3.99, -8.42], [6.04, 6.55, -3.70], [-9.58, 0.56, 5.70], [0.57, -7.85, -2.53], [-2.25, 1.25, -1.91], [-2.61, -1.59, 4.13], [3.31, 4.23, 2.27], [2.54, 0.96, -6.48], [-1.27, -0.15, 2.11], [4.61, 4.32, 4.49], [4.55, 2.83, 7.18], [1.79, -6.01, -3.78], [-8.63, -0.88, -0.66], [6.08, -0.63, 1.05], [6.55, 1.18, -0.52], [-6.58, -0.12, 5.65], [2.05, 1.42, 1.66], [-1.66, 2.52, -3.14], [-4.06, 1.43, 2.04], [-8.88, -0.93, 6.35], [1.05, 3.92, 4.33], [4.56, -0.20, 0.26], [1.49, 0.23, -5.27], [-3.32, -5.86, 0.81], [2.97, -1.44, -6.48], [-0.90, 3.58, -1.17], [-1.66, 1.49, 3.01], [-5.03, -4.33, -0.32], [5.58, 4.75, -2.13], [5.76, 1.56, -8.32], [6.26, 3.57, -6.84], [6.71, 1.83, 1.12], [5.67, 4.68, 5.86], [4.06, 5.17, -2.92], [-1.23, 0.42, -0.15], [0.06, -4.70, 6.72], [0.51, -2.92, 5.12], [-3.31, -2.70, 3.05]],
  "mulliken_charge": [-0.174, -0.091, -0.222, -0.173, -0.199, -0.097, -0.182, -0.200, -0.175, -0.197, -0.085, -0.226, -0.176, -0.114, -0.198, -0.187, -0.137, -0.200, -0.151, -0.198, 0.604, -0.321, -0.283, -0.180, -0.150, -0.301, 0.006, -0.200, -0.220, 0.045, -0.226, -0.453, -0.608, 0.401, -0.565, -0.559, -0.755, -0.397, 0.536, -0.869, -0.094, -0.307, -0.526, -0.376, -0.248, -0.123, -0.669, 0.911, -0.436, -0.510, -0.148, -0.372, -1.113, -0.446, -0.423, -0.375, 0.613, -0.119, -0.312, -0.332, -0.899, -0.193, -0.430, 0.500, 0.111, 0.243, 0.713, 0.296, 0.208, 0.287, 0.337, 0.286, 0.400, 0.248, 0.348, -0.210, 0.314, 0.261, 0.164, 0.250, 0.294, 0.001, 0.348, 0.342, 0.142, 0.344, 0.389, -0.339, 0.337, 0.364, 0.324, 0.307, 0.322, 0.363, -0.072, -0.060, 0.069, -0.389, 0.218, -0.045, 0.374, 0.112, 0.336, 0.420, 0.346, 0.288, 0.049, 0.298, 0.281, 0.320, 0.502, -0.046, -0.129, 0.256, 0.256, 0.520, 0.480, 0.165, 0.288, 0.392, 0.297, 0.321, 0.378, 0.265, -0.348, 0.314, 0.160, -0.103],
  "gap_ev": 7.563,
  "e_tot_ha": -11980.50189,
  "smiles": "CCOB(O)[PH2](CCOCC(F)(F)C(F)(F)C(F)(F)C(F)F)CCC(N)=O.ClCCCl.ClCCCl.ClCCCl.ClCCCl.ClCCCl.ClCCCl.ClCCCl.ClCCCl.ClCCCl.ClCCCl"
}

=====

{
  "formula": "C3H51O23",
  "method": "ωB97M-V with the def2-TZVPD basis set",
  "elements": ["O", "O", "O", "O", "O", "O", "O", "O", "O", "O", "O", "O", "O", "O", "O", "O", "O", "O", "O", "O", "O", "O", "O", "C", "C", "C", "H", "H", "H", "H", "H", "H", "H", "H", "H", "H", "H", "H", "H", "H", "H", "H", "H", "H", "H", "H", "H", "H", "H", "H", "H", "H", "H", "H", "H", "H", "H", "H", "H", "H", "H", "H", "H", "H", "H", "H", "H", "H", "H", "H", "H", "H", "H", "H", "H", "H", "H"],
  "xyz": [[5.76, -13.19, -7.12], [3.53, -8.38, -3.00], [-0.35, -10.13, -7.25], [5.37, -8.67, -5.89], [-1.14, -13.68, -5.62], [1.38, -12.37, -7.33], [1.07, -7.54, -4.02], [0.39, -8.24, -1.38], [2.80, -10.48, -1.33], [6.06, -11.32, -5.16], [5.26, -10.36, -2.35], [-1.92, -8.58, -5.17], [-2.12, -9.70, -2.48], [6.14, -13.17, -3.24], [2.49, -14.73, -6.38], [2.66, -8.28, -6.32], [4.02, -14.77, -3.79], [-0.18, -13.58, -0.17], [3.28, -13.72, -1.13], [1.30, -12.31, -2.64], [-1.33, -12.69, -2.84], [-0.08, -10.94, -1.02], [1.30, -15.06, -2.90], [1.00, -10.58, -4.16], [1.57, -11.97, -3.93], [3.00, -12.01, -4.45], [-0.49, -14.40, -5.60], [3.69, -12.34, -3.61], [-0.29, -14.10, -0.92], [1.89, -7.50, -4.45], [-1.63, -9.02, -3.00], [4.85, -13.50, -7.14], [2.94, -8.80, -2.38], [4.27, -8.99, -2.97], [0.45, -6.82, -4.20], [0.36, -11.50, -1.69], [0.72, -13.67, 0.05], [2.19, -11.92, -7.63], [-0.19, -11.43, -0.21], [3.29, -12.54, -5.40], [0.33, -10.63, -6.90], [1.07, -10.38, -5.23], [1.46, -9.82, -3.47], [3.51, -14.12, -4.24], [7.01, -11.45, -5.24], [-1.45, -7.79, -5.05], [5.57, -9.56, -5.55], [-0.41, -12.48, -2.92], [-0.05, -10.60, -3.91], [4.68, -14.27, -3.35], [2.06, -15.23, -2.30], [0.45, -9.20, -1.27], [4.42, -10.65, -1.98], [2.14, -10.98, -1.69], [5.39, -10.73, -3.21], [2.04, -8.80, -5.77], [6.08, -12.59, -3.96], [5.81, -12.75, -2.46], [5.78, -11.94, -5.81], [2.60, -8.74, -7.16], [1.64, -15.18, -6.18], [0.99, -12.80, -4.46], [-1.17, -9.07, -5.47], [-1.34, -12.96, -1.98], [2.66, -10.36, -0.43], [-1.44, -10.37, -2.37], [2.70, -13.25, -1.70], [-1.30, -13.25, -4.79], [4.44, -8.59, -5.75], [-1.03, -10.72, -7.55], [1.36, -14.14, -3.11], [3.43, -13.04, -0.45], [0.66, -8.12, -2.30], [1.67, -13.14, -6.78], [6.19, -13.84, -6.59], [2.86, -15.04, -7.21], [3.24, -10.97, -4.76]],
  "mulliken_charge": [-0.743, -0.704, -0.637, -0.732, -0.692, -0.633, -0.587, -0.703, -0.571, -0.900, -0.899, -0.650, -0.744, -0.777, -0.537, -0.795, -0.722, -0.655, -0.769, 0.423, -0.778, -0.622, -0.802, 1.509, 2.862, -0.325, 0.264, -0.623, 0.320, 0.165, 0.384, 0.282, 0.353, 0.496, 0.238, 0.207, 0.331, 0.329, 0.263, -0.510, 0.261, -1.336, -0.547, 0.189, 0.239, 0.279, 0.420, 0.063, 0.284, 0.575, 0.428, 0.416, 0.422, 0.023, 0.334, 0.343, 0.551, 0.356, 0.370, 0.344, 0.262, -0.129, 0.322, 0.333, 0.113, 0.420, -0.071, 0.316, 0.437, 0.289, -0.088, 0.297, 0.397, 0.192, 0.351, 0.254, -0.027],
  "relative_energy_ev": 2.260,
  "gap_ev": 7.975,
  "e_tot_ha": -1875.44208,
  "total_charge": -1
}

=====

{
  "formula": "C5H11N",
  "method": "ωB97M-V with the def2-TZVPD basis set",
  "elements": ["N", "C", "C", "C", "C", "C", "H", "H", "H", "H", "H", "H", "H", "H", "H", "H", "H"],
  "xyz": [[1.80, 0.40, -0.90], [-1.17, 0.97, 0.05], [-1.58, 0.39, 1.19], [2.27, 0.24, 0.54], [2.15, -0.74, -0.52], [-1.53, 0.49, -1.33], [-2.03, -0.48, -1.30], [-1.30, 0.79, 2.16], [-2.21, -0.49, 1.18], [-0.15, -1.79, 0.76], [1.50, 0.32, 1.30], [-2.19, 1.21, -1.83], [2.22, -1.75, -0.91], [-0.54, 1.85, 0.10], [0.13, -2.47, 0.65], [-0.62, 0.40, -1.93], [3.24, 0.67, 0.78]],
  "nbo_charge": [-0.316, -0.155, -0.434, -0.325, 0.061, -0.658, 0.206, 0.200, 0.190, 0.008, 0.189, 0.219, 0.211, 0.201, -0.013, 0.234, 0.181],
  "relative_energy_ev": 3.929,
  "gap_ev": 10.799,
  "e_tot_ha": -251.71812,
  "smiles": "C1=NC1.[H][H].C=CC"
}